C2H5O2 | ωB97M-V with the def2-TZVPD basis set

Each line ends with the Mulliken charge.
Positions of all 9 atoms, in Å:
C -1.118791 -1.132291 -0.264489  0.1286
C 0.563034 0.304487 0.468023  -0.2618
O 1.312908 0.529583 1.545301  -0.3530
O -0.495842 -0.533338 0.652653  -0.0279
H -2.033118 -1.700046 -0.149651  0.3057
H -0.658192 -1.326145 -1.282528  0.2517
H -0.473824 1.804960 0.410699  0.2328
H 1.047744 0.314795 -0.436857  0.3442
H 1.906272 1.186026 1.398285  0.3797

Atoms 1-3, force components in eV/Å:
C 2.0239 -1.1494 -1.5556
C -1.5113 5.8535 1.6938
O -3.5849 -4.5886 0.9011

Summary:
ΔE to the lowest compared entry with this formula, charge and spin, eV: 3.9716
Charge: +1
M, g mol⁻¹: 61.1
Multiplicity: 1

C2H5O2S | ωB97M-V with the def2-TZVPD basis set

Each line ends with the Mulliken charge.
Positions of all 10 atoms, in Å:
C 1.947180 0.568277 0.715019  -0.7469
S 1.093976 -0.708432 -0.328092  -0.6086
H 1.432119 0.633644 1.683764  0.2231
H 1.939570 1.553844 0.209559  0.1877
H 2.946801 0.373758 1.104000  0.2693
O -3.232842 -0.765541 -1.402378  -0.5512
C -2.219214 -0.339035 -0.893670  0.2602
O -1.719959 -0.851251 0.232841  -0.4700
H -1.533564 0.259938 -1.521790  0.2571
H -0.654066 -0.725198 0.200742  0.1792

Atoms 1-3, force components in eV/Å:
C -0.7535 0.1886 0.4234
S 1.1284 0.3517 0.3133
H -0.4381 0.3641 -0.3361

Summary:
ΔE to the lowest compared entry with this formula, charge and spin, eV: 0.6131
Charge: -1
M, g mol⁻¹: 93.1
Multiplicity: 1

C2H5O2S | ωB97M-V with the def2-TZVPD basis set

Each line ends with the Mulliken charge.
Positions of all 10 atoms, in Å:
C -0.355307 -1.418405 -1.068738  -0.7365
S -1.051802 -1.996302 0.465109  -0.3248
H 0.720939 -1.229561 -0.899605  0.2288
H -0.430542 -2.117959 -1.912942  0.2976
H -0.823946 -0.551736 -1.535418  0.2860
O 0.263982 0.857282 0.891125  -0.6221
C 0.676765 2.070111 0.988008  0.0055
O 0.764166 2.796652 0.000709  -0.6391
H 0.971868 2.358639 2.053734  0.2531
H -0.736121 -0.768723 1.018018  0.2516

Atoms 1-3, force components in eV/Å:
C 1.0974 -0.0878 -1.6427
S -0.2661 0.7003 0.3254
H -0.6527 0.2033 -0.2290

Summary:
ΔE to the lowest compared entry with this formula, charge and spin, eV: 0.7415
Charge: -1
M, g mol⁻¹: 93.1
Multiplicity: 1

C2H5O2S2 | ωB97M-V with the def2-TZVPD basis set

Each line ends with the Mulliken charge.
Positions of all 11 atoms, in Å:
C -1.537426 2.030853 -0.090871  -0.7334
S 0.296088 2.037902 0.075926  0.1689
S 0.764464 0.434512 1.202897  -0.1175
H -1.738753 3.014237 -0.431325  0.3178
H -1.898680 1.245391 -0.787126  0.3266
H -2.128540 1.676391 0.899586  0.2918
H 0.072828 -0.832527 0.731516  0.3869
O -0.583658 -2.011020 0.041741  -0.5639
C 0.207203 -2.321035 -0.921923  0.3653
O 0.068692 -3.181471 -1.742207  -0.4882
H 0.825371 -1.381089 -1.193327  0.0455

Atoms 1-3, force components in eV/Å:
C -0.8898 -2.7670 2.0077
S -0.8456 -1.4408 0.7495
S 0.4290 1.0853 -0.1942

Summary:
ΔE to the lowest compared entry with this formula, charge and spin, eV: 1.5146
Expectation value of S²: 0.76
Charge: 0
M, g mol⁻¹: 125.2
Multiplicity: 2

C2H5O3 | ωB97M-V with the def2-TZVPD basis set

Each line ends with the Mulliken charge.
Positions of all 10 atoms, in Å:
O -0.048182 0.538315 -0.383966  -0.8170
C 0.296094 -0.413384 0.363675  0.6097
O 1.048629 -1.366133 0.090909  -0.7219
C -0.330588 -0.408993 1.763007  -0.9341
H -1.286110 -0.923469 1.678947  0.1908
H 0.240396 -0.986289 2.487968  0.2920
H -0.492333 0.527607 2.233075  0.3119
H 0.433653 1.113969 -2.007626  0.4920
H -0.220661 0.605993 -3.257841  0.2674
O 0.359101 1.312382 -2.968148  -0.6910

Atoms 1-3, force components in eV/Å:
O -0.0596 0.2511 -0.0530
C 0.3448 0.1005 -0.0219
O -0.0292 -0.0371 0.0131

Summary:
ΔE to the lowest compared entry with this formula, charge and spin, eV: 0.1529
Charge: -1
M, g mol⁻¹: 77.1
Multiplicity: 1

C2H5O3 | ωB97M-V with the def2-TZVPD basis set

Each line ends with the Mulliken charge.
Positions of all 10 atoms, in Å:
O 1.077816 -1.606782 2.063966  -0.7176
H 1.978719 -1.269982 1.856137  0.2622
H 0.500193 -1.214057 1.370877  0.4676
O 0.116364 1.484430 0.719191  -0.6442
O -0.619891 -0.530425 0.558131  -0.8293
C -0.297642 0.584226 0.063741  0.5809
C -0.633243 0.662677 -1.377126  -0.7830
H -1.656941 0.282822 -1.533238  0.2126
H 0.077291 -0.036747 -1.848862  0.1835
H -0.542666 1.643838 -1.872818  0.2672

Atoms 1-3, force components in eV/Å:
O 2.1227 -0.4153 0.4197
H -1.0823 -0.3260 0.2709
H -0.7606 0.4762 -0.0600

Summary:
ΔE to the lowest compared entry with this formula, charge and spin, eV: 0.5382
Charge: -1
M, g mol⁻¹: 77.1
Multiplicity: 1

C2H5O3 | ωB97M-V with the def2-TZVPD basis set

Each line ends with the Mulliken charge.
Positions of all 10 atoms, in Å:
O -2.883498 2.390172 -2.881281  -0.6765
H -2.234984 1.867000 -2.357846  0.3653
H -2.342741 2.835876 -3.572063  0.3098
O 1.134080 -1.889437 0.230278  -0.7101
O 0.000000 0.000000 0.000000  -0.7477
C 0.622449 -0.859758 0.696233  0.5206
C 0.726539 -0.640151 2.200770  -0.6880
H 1.414018 0.212910 2.328279  0.1648
H 1.109577 -1.491533 2.788183  0.2506
H -0.263185 -0.356572 2.596556  0.2112

Atoms 1-3, force components in eV/Å:
O 1.1152 0.0547 -0.3221
H -0.5526 0.4492 -0.4373
H -0.5192 -0.5630 0.8338

Summary:
ΔE to the lowest compared entry with this formula, charge and spin, eV: 0.6984
Charge: -1
M, g mol⁻¹: 77.1
Multiplicity: 1

C2H5O3P | ωB97M-V with the def2-TZVPD basis set

Each line ends with the Mulliken charge.
Positions of all 11 atoms, in Å:
C 0.019329 0.830969 -0.739765  -1.1021
C -0.769820 -0.353856 -0.530351  0.3443
O 1.490276 -4.134044 -1.162249  -0.4856
O -1.372397 -0.456568 0.599933  -0.3671
O 0.900875 -1.816560 -0.433574  -0.4474
P 1.035380 -2.803062 -1.652479  0.2363
H 0.819178 0.651067 -1.381476  0.3057
H 0.540129 1.185655 0.254407  0.3164
H -0.543394 1.691923 -1.026986  0.3487
H -1.052328 -0.993406 -1.250239  0.4935
H -1.076596 0.177806 1.260510  0.3572

Atoms 1-3, force components in eV/Å:
C 1.6454 1.4766 2.7169
C 2.1604 0.9216 3.1745
O -0.1285 0.5494 -0.7510

Summary:
ΔE to the lowest compared entry with this formula, charge and spin, eV: 2.2549
Charge: 0
M, g mol⁻¹: 108.0
Multiplicity: 1

C2H5O3Si | ωB97M-V with the def2-TZVPD basis set

Each line ends with the Mulliken charge.
Positions of all 11 atoms, in Å:
C 3.007359 -0.167863 -0.279169  0.4481
C 0.343177 -1.047515 1.324156  -1.0201
O 3.501119 -1.125147 0.369932  -0.6294
O 3.491095 0.415607 -1.246551  -0.5916
O 0.897317 1.851483 1.171956  -0.6077
Si 1.335035 0.486347 0.672779  0.5969
H 1.023603 -1.872068 1.517850  0.3090
H -0.245551 -0.696049 2.110465  0.2800
H -0.403695 -1.585344 0.589004  0.2967
H 2.080312 1.055502 -2.243533  -0.2163
H 2.117137 1.553682 -2.914495  0.1343

Atoms 1-3, force components in eV/Å:
C 0.9063 -0.2693 0.7912
C -0.2953 -0.9985 -3.2482
O -1.1445 0.3776 0.1532

Summary:
ΔE to the lowest compared entry with this formula, charge and spin, eV: 2.3957
Charge: -1
M, g mol⁻¹: 105.1
Multiplicity: 1

C2H5OP | ωB97M-V with the def2-TZVPD basis set

Each line ends with the Mulliken charge.
Positions of all 9 atoms, in Å:
C 0.346145 1.383477 -1.348396  -0.1052
C 0.323592 1.052037 1.075835  -0.4801
O 0.289197 1.757109 -0.163976  -0.1733
P -0.659592 -2.453959 -0.912139  0.0005
H 0.372941 0.306256 -1.691036  0.0395
H 0.632001 0.060503 0.789246  0.2077
H -0.740699 0.937482 1.443170  0.2241
H 0.986985 1.442200 1.780540  0.2625
H -1.814662 -2.806145 -1.550202  0.0242

Atoms 1-3, force components in eV/Å:
C -0.1171 0.4756 -3.3145
C -2.5960 -2.8588 -1.0241
O 0.1674 1.7534 1.6888

Summary:
ΔE to the lowest compared entry with this formula, charge and spin, eV: 6.8138
Charge: 0
M, g mol⁻¹: 76.0
Multiplicity: 1

C2H5OP | ωB97M-V with the def2-TZVPD basis set

Each line ends with the Mulliken charge.
Positions of all 9 atoms, in Å:
C -1.551027 0.089911 -0.531592  -0.0378
C 1.860801 0.178203 -0.026107  -1.0353
O -1.714578 1.098347 0.109935  -0.4122
P -0.878791 -1.322071 0.368418  -0.0188
H -2.068121 0.007080 -1.513838  0.3689
H 2.509156 -0.637144 -0.252951  0.3393
H 1.856115 0.618098 0.948967  0.3426
H 1.315971 0.733062 -0.694037  0.3892
H -1.329526 -0.765483 1.591201  0.0641

Atoms 1-3, force components in eV/Å:
C -1.3846 0.2221 0.4836
C -0.1046 -0.8187 1.8239
O 0.0054 1.1779 -0.2687

Summary:
ΔE to the lowest compared entry with this formula, charge and spin, eV: 3.9406
Charge: 0
M, g mol⁻¹: 76.0
Multiplicity: 1

C2H5OP | ωB97M-V with the def2-TZVPD basis set

Each line ends with the Mulliken charge.
Positions of all 9 atoms, in Å:
C -1.298786 0.845165 0.316609  -0.4207
C -0.541467 0.135448 -0.756110  -0.2625
O 1.866940 -1.197227 -0.027948  -0.6282
P -1.194607 -1.011912 0.195042  -0.0466
H -0.711668 1.460014 1.105473  0.1548
H -2.267837 1.272854 0.168390  0.2804
H 0.034671 0.113822 -1.682056  0.3055
H 1.341236 -0.625603 0.639468  0.3306
H 2.771517 -0.992561 0.041134  0.2866

Atoms 1-3, force components in eV/Å:
C 1.4825 1.1422 1.2243
C -0.4089 -0.7017 -0.3860
O -2.8476 0.7262 1.3058

Summary:
ΔE to the lowest compared entry with this formula, charge and spin, eV: 2.4926
Charge: 0
M, g mol⁻¹: 76.0
Multiplicity: 1
Structure (SMILES): C1=PC1.O

Number 11 is which compound?
C2H5OP

Among the records above, which one has the highest ΔE to the lowest compared entry with this formula, charge and spin?
number 10

The lowest M belongs to which entry?
C2H5O2